{"formula": "C35H40BCl2MoN3O6SSi2", "method": "the ωB97M-V functional and the def2-TZVPD basis", "elements": ["Mo", "O", "C", "O", "C", "C", "C", "C", "C", "N", "C", "O", "O", "H", "H", "H", "C", "Si", "C", "C", "N", "C", "C", "C", "C", "C", "C", "N", "Si", "C", "C", "C", "H", "H", "H", "H", "H", "H", "H", "H", "H", "H", "H", "H", "H", "H", "H", "H", "H", "H", "H", "H", "H", "H", "Cl", "C", "C", "C", "C", "C", "Cl", "C", "S", "H", "H", "H", "C", "C", "C", "C", "C", "C", "C", "C", "O", "B", "O", "C", "C", "H", "H", "H", "H", "H", "H", "H", "H", "H", "H", "H", "H"], "xyz": [[-10.33831, -1.88523, 18.12081], [-12.64188, -1.52623, 14.68449], [-12.11177, -1.84018, 15.74992], [-11.49317, -1.00351, 16.53100], [-12.07247, -3.25938, 16.21145], [-12.57531, -4.40716, 15.67189], [-12.55588, -5.66895, 16.38327], [-12.11804, -5.68962, 17.69206], [-11.53254, -4.55533, 18.19716], [-11.47591, -3.43318, 17.43788], [-11.25161, -4.23665, 19.57367], [-11.14084, -4.99078, 20.53712], [-11.03759, -2.87712, 19.66807], [-13.09324, -4.29253, 14.67996], [-12.99572, -6.46815, 15.78588], [-11.99674, -6.62461, 18.25642], [-9.50704, 2.78561, 19.58308], [-9.13663, 1.07977, 18.80213], [-7.50978, 0.83327, 19.70891], [-8.60962, 1.22816, 17.00986], [-10.39147, -0.06995, 19.22208], [-11.01335, 0.04963, 20.41671], [-10.29863, -0.03464, 21.60317], [-10.72139, 0.42373, 22.85125], [-12.05918, 0.77849, 22.99914], [-12.84214, 0.70389, 21.88683], [-12.37032, 0.25716, 20.63905], [-13.26346, 0.17117, 19.56937], [-14.45932, -1.17962, 19.77018], [-13.81469, -2.21855, 21.18249], [-16.04579, -0.10952, 20.10547], [-14.51824, -2.27460, 18.37163], [-8.74221, 3.59122, 19.61938], [-9.63635, 2.61945, 20.66017], [-10.45627, 3.21926, 19.16067], [-6.80426, 1.60844, 19.30834], [-6.99394, -0.11217, 19.68909], [-7.68362, 1.08281, 20.75565], [-7.52841, 1.50961, 17.21762], [-10.19709, 1.56896, 15.65908], [-8.58149, 0.20116, 16.73482], [-9.28745, -0.31965, 21.52102], [-10.12052, 0.40116, 23.73332], [-12.47606, 1.17394, 23.93106], [-13.90691, 0.97823, 21.96428], [-13.98195, -1.83661, 22.23043], [-12.72297, -2.21690, 21.06663], [-14.10672, -3.31137, 21.30654], [-16.86572, -0.29089, 19.44590], [-15.74557, 0.94303, 20.02371], [-16.36907, -0.29928, 21.13787], [-13.53396, -2.67620, 18.24087], [-14.88934, -1.78733, 17.47354], [-15.11975, -3.13849, 18.64111], [-11.11895, 3.80465, 16.91901], [-9.58185, 3.39477, 16.31692], [-8.64349, 4.40446, 16.44146], [-7.46082, 4.16676, 15.65847], [-7.35407, 3.10274, 14.71180], [-8.31797, 2.10904, 14.76451], [-8.20085, 0.84025, 13.54515], [-9.25659, 2.00905, 15.92973], [-8.21186, -2.62110, 18.13600], [-8.75114, 5.34426, 16.81582], [-6.73783, 4.96269, 15.41179], [-6.64969, 3.00935, 13.87541], [-17.67335, 5.26954, 14.94023], [-16.25171, 4.62066, 14.59768], [-15.43978, 5.69421, 13.88405], [-16.50897, 3.53151, 13.53497], [-15.51922, 4.16412, 15.84486], [-14.70945, 5.00640, 16.64230], [-13.98801, 4.56275, 17.72936], [-14.02994, 3.22075, 18.01295], [-13.27286, 2.53818, 18.90642], [-13.68083, 1.21612, 18.76829], [-14.65894, 1.11614, 17.74990], [-14.87721, 2.39218, 17.28118], [-15.62263, 2.82653, 16.19646], [-18.41113, 5.09319, 14.22494], [-17.71698, 6.32032, 14.99977], [-18.11207, 4.91734, 15.90759], [-16.00981, 6.02449, 12.94487], [-14.47704, 5.27218, 13.49699], [-15.28978, 6.63326, 14.39242], [-16.37641, 3.98399, 12.53734], [-17.57478, 3.26213, 13.58568], [-15.86113, 2.64127, 13.44436], [-14.52782, 6.01164, 16.27771], [-13.25329, 5.15616, 18.23835], [-16.19088, 2.12233, 15.60933]], "forces_ev_per_angstrom": [[1.477, -1.616, 0.267], [-0.069, -0.256, 0.444], [0.310, 0.428, -1.233], [0.301, -0.410, 0.673], [0.035, -2.223, 1.237], [-1.104, 0.675, -1.420], [-0.528, 1.024, -1.298], [0.751, -1.533, -0.479], [-0.911, 0.258, 0.050], [0.741, 2.356, -1.743], [1.442, 1.308, 1.012], [-0.494, 0.343, -0.647], [-0.432, -1.018, 1.867], [0.585, -0.407, 1.024], [0.252, -0.311, 0.751], [-0.540, 0.466, -0.068], [-0.951, 0.804, 0.001], [-0.504, 0.336, 1.455], [0.812, 0.628, -0.172], [1.432, -0.448, 1.892], [0.623, 0.627, -2.348], [-0.214, -0.196, 1.759], [0.738, 1.051, 1.621], [-1.055, -0.757, -0.573], [0.450, 0.597, 0.551], [-1.211, -0.269, -0.894], [0.152, 1.540, 0.311], [-1.642, -1.529, -0.573], [0.054, 1.544, 1.386], [-0.276, -0.834, 2.034], [0.989, -0.523, 0.799], [-0.757, -0.486, -0.933], [-0.089, -0.568, -0.719], [-0.452, -0.273, -0.082], [0.928, -0.374, 0.831], [-0.438, -0.476, 0.346], [-0.003, -0.526, -0.244], [-0.008, 0.073, 0.115], [-1.146, -0.004, -0.724], [-0.440, -0.711, -0.306], [0.271, -1.116, -0.630], [1.111, -0.446, -0.159], [0.730, -0.066, 0.223], [0.244, -0.231, -0.228], [0.468, -0.176, -0.175], [0.075, 0.077, -1.055], [-0.084, -0.174, -0.059], [0.108, 1.223, -0.830], [-0.601, -0.170, -0.520], [-0.280, -0.283, 0.109], [-0.077, 0.108, -0.134], [0.692, -0.052, -0.319], [0.087, -0.203, -0.256], [-0.409, -0.116, -0.130], [-0.920, -0.328, -0.359], [0.938, 2.578, 1.597], [1.590, -4.012, -3.104], [0.656, 0.705, -1.273], [-1.702, -1.226, 0.327], [1.516, 0.444, -0.742], [-0.412, 0.330, 0.689], [-0.500, 0.657, -1.291], [-1.579, 0.960, -0.416], [-0.823, 2.225, 1.293], [-0.395, -0.120, 0.881], [0.005, 0.539, 0.703], [0.903, -1.294, 1.967], [-0.754, 1.334, -0.112], [-0.070, 0.317, -2.477], [-0.399, -0.244, -0.880], [0.191, 0.041, 0.535], [-0.630, 0.330, -1.438], [0.501, -0.497, 0.128], [-0.550, 0.573, -0.390], [-0.227, 0.613, -0.019], [0.348, -0.189, -0.306], [-0.467, -0.185, -0.332], [0.873, -0.673, 0.546], [0.364, -0.589, 0.766], [-1.047, -0.847, -1.575], [0.782, 1.556, 0.308], [0.592, -0.036, -0.663], [0.612, -0.524, 1.103], [-0.602, 0.452, 0.543], [0.288, 0.055, 0.631], [-0.264, 0.055, 0.319], [0.492, -0.536, -0.032], [-0.239, 0.381, 0.801], [-0.175, 0.059, 0.270], [0.016, 0.505, 0.164], [-0.052, -0.091, 0.034]], "mulliken_spin": [0.043, 0.030, 0.037, -0.013, 0.076, -0.035, 0.292, -0.141, 0.258, 0.243, 0.048, 0.103, -0.022, -0.005, 0.030, -0.006, -0.009, 0.007, 0.003, 0.096, 0.034, 0.017, -0.008, 0.001, 0.000, 0.003, -0.014, -0.014, 0.000, 0.003, 0.000, -0.027, 0.002, -0.001, 0.007, -0.001, -0.001, 0.001, -0.007, 0.037, -0.002, -0.002, 0.000, 0.000, 0.000, 0.000, -0.003, 0.002, 0.000, 0.000, 0.000, 0.014, 0.002, 0.001, 0.041, 0.339, -0.175, 0.477, -0.163, 0.348, 0.029, -0.039, 0.055, -0.014, 0.028, -0.008, 0.000, 0.000, 0.000, 0.000, 0.000, 0.003, 0.006, -0.003, 0.006, 0.002, -0.002, -0.003, 0.000, 0.000, 0.000, 0.000, 0.000, 0.000, 0.000, 0.000, 0.000, 0.000, 0.001, -0.004, 0.000], "largest_force_ha_per_bohr": 0.10339, "relative_energy_kj_mol": 375.0, "s_squared": 2.205, "total_charge": -2, "lumo_energy_ha": [0.1351, 0.1260], "spin_multiplicity": 3, "orbital_gap_ev": [3.90, 4.28]}